Record 1
# C4H3NS

A molecular structure, C4H3NS at a distorted geometry (ωB97M-V/def2-TZVPD, the Open Molecules 2025 dataset).

The geometry in XYZ format:
```
9
C4H3NS | the Open Molecules 2025 dataset | ωB97M-V/def2-TZVPD
C 0.24529 -1.15676 0.86772
C 0.64458 -0.05588 -0.16285
C 0.47251 1.01859 -0.76099
C 0.31947 2.48156 -1.11569
H -1.61521 -1.41915 -0.83760
H 1.32667 -2.11214 0.96583
H -0.03031 -0.41923 1.96638
N 0.06675 3.51737 -1.51284
S -1.42975 -1.85435 0.59003
```

Summary:
Orbital gap: 9.5727 eV
Net charge: 0
Energy relative to the best compared isomer or geometry (same formula, charge and spin): 390.6 kJ/mol
HOMO: -9.695 eV
E: -16516.2015 eV



Record 2
# C3H8NO

A gas-phase ion, C3H8NO (charge +1) at a distorted geometry (ωB97M-V/def2-TZVPD, the Open Molecules 2025 dataset).

The geometry in XYZ format:
```
13
C3H8NO | the Open Molecules 2025 dataset | ωB97M-V/def2-TZVPD
C 1.24484 0.80960 -0.26297
N 0.05558 -0.03162 -0.40653
C -0.21844 -1.20262 0.49039
C -1.17356 0.29390 0.17332
O -2.29386 0.12795 -0.52046
H 1.81932 0.99456 -1.19506
H 1.08773 1.65654 0.43154
H 2.00363 0.07364 0.14166
H -0.25333 -0.44545 -1.31015
H 0.13363 -1.13316 1.47391
H -0.53900 -2.05371 0.05538
H -1.19263 0.86429 1.10682
H -3.12815 0.29616 0.00702
```

Summary:
Orbital gap: 11.1955 eV
Structure (SMILES): C[N@H+]1C[C@@H]1O
Net charge: +1
Energy relative to the best compared isomer or geometry (same formula, charge and spin): 269.0 kJ/mol
HOMO: -14.268 eV
E: -6768.3817 eV



Record 3
# C24H26N4O5

C24H26N4O5 in the gas phase (ωB97M-V/def2-TZVPD, the Open Molecules 2025 dataset).

The geometry in XYZ format:
```
59
C24H26N4O5 | the Open Molecules 2025 dataset | ωB97M-V/def2-TZVPD
C 7.85899 1.11481 1.41794
C 7.41418 1.62401 0.05454
O 6.32045 0.86482 -0.46071
C 5.09920 1.20943 0.00016
O 4.89366 2.10547 0.78451
N 4.11546 0.45684 -0.55333
C 2.75509 0.61115 -0.09262
C 2.31670 -0.64806 0.66922
N 2.51434 -1.80860 -0.16861
C 1.52985 -2.50240 -0.78943
O 1.75019 -3.31323 -1.66851
C 0.13539 -2.25252 -0.29619
C -0.23502 -2.61703 1.00141
C -1.53496 -2.43888 1.41856
C -2.48472 -1.89657 0.55328
C -3.85531 -1.65340 1.01638
O -4.24177 -1.90011 2.13860
N -4.70579 -1.08709 0.07736
C -6.01660 -0.65588 0.54461
C -5.88697 0.65270 1.34331
C -5.08703 1.64772 0.55137
C -5.69479 2.45136 -0.40382
C -4.93911 3.29630 -1.19572
C -3.56332 3.34350 -1.04774
C -2.94790 2.55024 -0.09508
C -3.70669 1.70993 0.70032
C -4.37456 -0.77402 -1.22798
O -5.16006 -0.31507 -2.02268
N -3.07486 -1.03617 -1.58635
C -2.11816 -1.55220 -0.75128
C -0.80296 -1.73834 -1.17274
C 3.88413 -1.96507 -0.61507
C 4.33259 -0.71178 -1.37586
H 8.73204 1.67102 1.74648
H 8.11016 0.05798 1.36343
H 7.05982 1.25494 2.14153
H 8.20661 1.50909 -0.68792
H 7.11620 2.67485 0.12394
H 2.71459 1.48826 0.55443
H 2.10069 0.76195 -0.95875
H 1.27034 -0.56271 0.95984
H 2.93121 -0.75597 1.56983
H 0.50069 -3.04285 1.66614
H -1.85060 -2.70628 2.41530
H -6.63800 -0.50704 -0.33895
H -6.43065 -1.44395 1.17598
H -5.39061 0.43662 2.29056
H -6.88836 1.03183 1.54862
H -6.76624 2.40759 -0.53224
H -5.42368 3.91439 -1.93680
H -2.97219 3.99764 -1.67176
H -1.87450 2.58402 0.02946
H -3.22155 1.09455 1.44690
H -2.83150 -0.80259 -2.53962
H -0.51808 -1.48490 -2.18295
H 3.92765 -2.84235 -1.26206
H 4.52361 -2.11768 0.26021
H 5.38609 -0.77821 -1.63913
H 3.73662 -0.61210 -2.29027
```

Summary:
Orbital gap: 9.0687 eV
Structure (SMILES): CCOC(=O)N1CCN(C(=O)c2ccc3c(=O)n(CCc4ccccc4)c(=O)[nH]c3c2)CC1
Net charge: 0
Energy relative to the best compared isomer or geometry (same formula, charge and spin): 0.0 kJ/mol
HOMO: -9.033 eV
E: -41511.2485 eV



Among the records above, which one has the lowest energy relative to the best compared isomer or geometry (same formula, charge and spin)? C24H26N4O5



Which formula does entry 1 have? C4H3NS